# 1
A molecular structure, C12H36BaO6, computed with ωB97M-V with the def2-TZVPD basis set.

```
55
Properties=species:S:1:pos:R:3:forces:R:3:nbo_charge:R:1
Ba -0.054 0.310 -0.301 -0.145 -0.268 0.181 1.902
C 4.057 -1.779 -0.931 0.098 -0.633 -0.100 -0.645
C 3.600 -0.368 -1.140 0.034 0.249 0.285 -0.066
O 2.240 -0.311 -1.651 0.217 0.113 0.040 -0.813
H 5.078 -1.818 -0.549 -0.036 0.151 0.081 0.247
H 4.062 -2.363 -1.855 -0.068 0.151 -0.039 0.223
H 3.403 -2.294 -0.225 0.031 0.025 0.007 0.211
H 4.261 0.199 -1.795 -0.039 -0.045 -0.100 0.196
H 3.584 0.162 -0.183 -0.080 0.036 -0.061 0.171
H 2.287 -0.444 -2.603 0.013 -0.040 -0.047 0.492
C 1.430 4.654 -2.036 -0.025 0.175 -0.073 -0.643
C 1.737 3.245 -1.605 0.067 -0.036 0.030 -0.065
O 0.651 2.332 -1.925 0.229 0.153 -0.151 -0.814
H 1.204 4.696 -3.103 -0.013 -0.009 0.017 0.222
H 2.298 5.293 -1.872 -0.003 -0.021 0.046 0.248
H 0.590 5.069 -1.482 -0.033 -0.017 -0.032 0.218
H 1.871 3.194 -0.523 -0.027 -0.072 0.015 0.169
H 2.655 2.885 -2.075 -0.027 -0.067 0.027 0.186
H 0.545 2.379 -2.881 -0.170 0.000 -0.047 0.496
C 0.505 -4.344 1.624 0.140 -0.260 -0.016 -0.649
C -0.103 -2.977 1.758 -0.162 0.115 0.118 -0.061
O 0.790 -1.935 1.276 -0.191 0.277 0.152 -0.808
H -0.255 -5.119 1.732 -0.028 0.055 0.035 0.242
H 1.252 -4.524 2.399 0.078 0.015 -0.072 0.227
H 0.972 -4.464 0.647 0.002 -0.019 -0.011 0.219
H -0.363 -2.763 2.796 -0.033 0.033 -0.020 0.186
H -1.017 -2.886 1.175 0.050 0.051 -0.130 0.166
H 1.500 -1.877 1.925 0.162 -0.015 -0.087 0.491
C -2.255 -0.021 3.259 0.003 -0.179 0.109 -0.637
C -3.048 0.164 1.989 -0.350 0.015 0.046 -0.076
O -2.437 -0.562 0.881 0.022 0.213 -0.013 -0.822
H -1.194 0.213 3.129 -0.024 0.071 -0.053 0.188
H -2.331 -1.051 3.611 0.056 0.024 -0.032 0.225
H -2.645 0.615 4.054 -0.014 0.061 -0.043 0.248
H -3.136 1.207 1.690 0.280 0.008 -0.014 0.186
H -4.074 -0.183 2.125 0.090 -0.125 -0.037 0.201
H -2.963 -1.350 0.716 -0.012 -0.019 -0.025 0.501
C -1.515 3.786 2.582 -0.037 -0.193 0.258 -0.641
C -0.947 3.798 1.190 0.278 0.274 -0.062 -0.068
O -1.437 2.697 0.385 0.145 -0.061 0.072 -0.812
H -1.169 4.651 3.147 0.007 0.046 -0.056 0.249
H -1.182 2.895 3.121 -0.102 0.017 -0.002 0.205
H -2.605 3.806 2.572 -0.016 0.028 -0.008 0.221
H 0.141 3.707 1.226 -0.020 -0.113 -0.063 0.168
H -1.154 4.740 0.679 -0.093 -0.060 -0.044 0.195
H -2.277 2.979 0.010 -0.076 -0.092 -0.055 0.499
C -1.984 -3.260 -3.134 -0.120 -0.170 -0.379 -0.655
C -1.216 -2.915 -1.890 0.040 -0.232 0.240 -0.058
O -0.419 -1.714 -2.045 -0.161 0.091 -0.036 -0.814
H -2.725 -4.037 -2.938 0.035 0.042 0.131 0.251
H -1.331 -3.670 -3.909 0.041 0.149 0.010 0.226
H -2.510 -2.394 -3.534 -0.013 0.019 0.030 0.224
H -0.554 -3.731 -1.594 0.003 0.014 0.006 0.190
H -1.885 -2.724 -1.050 -0.013 0.135 -0.031 0.163
H 0.073 -1.800 -2.870 0.011 -0.058 0.004 0.494
```
Forces are in eV/Å.

Summary:
HOMO energy in eV: -16.78
Total charge: +2
Frontier orbital gap in eV: 11.18

# 2
3 unconnected molecules or ions with the total composition C16H35N6O4 in a non-equilibrium geometry, computed with ωB97M-V with the def2-TZVPD basis set.

```
61
Properties=species:S:1:pos:R:3:forces:R:3:nbo_charge:R:1
C 4.308 -3.664 -5.808 -1.598 1.111 9.984 -0.075
C 4.127 -3.624 -4.393 0.657 1.483 -7.724 -0.154
C 4.061 -2.997 -2.847 2.087 0.404 -0.187 0.387
N 5.382 -2.377 -2.344 -8.935 -1.103 3.510 -0.336
C 4.873 -1.924 -0.965 -0.591 -2.143 -4.655 0.577
N 5.809 -1.303 -0.176 -0.443 -0.066 1.440 -0.901
N 3.421 -2.286 -0.745 3.461 0.768 -0.655 -0.361
N 2.915 -2.952 -1.860 5.028 0.255 -3.130 -0.357
H 4.360 -3.598 -6.999 -0.096 -0.527 3.299 0.330
H 5.980 -0.261 -0.216 -0.382 -2.012 0.056 0.457
H 6.426 -1.923 0.430 -1.179 1.421 -1.180 0.453
H 2.866 -2.075 0.129 0.679 -0.454 -1.526 0.479
H 1.951 -3.331 -2.059 1.156 0.872 0.835 0.496
C -1.075 -2.701 -2.940 -0.215 -0.109 0.297 -0.252
O -0.407 -1.797 -2.069 0.487 -0.279 -0.352 -0.571
C 0.434 -0.863 -2.756 -0.216 0.745 0.322 -0.071
C -0.158 0.555 -2.686 -0.251 -0.571 -0.307 -0.245
N -1.367 0.670 -3.506 0.251 -0.049 0.259 -0.624
C -2.133 1.898 -3.258 -0.317 -0.204 0.079 -0.253
C -2.711 2.103 -1.842 -0.336 0.204 -0.417 -0.093
O -3.748 1.183 -1.495 0.635 0.071 0.111 -0.539
C -3.288 -0.070 -1.009 -0.508 0.217 0.020 -0.243
H -1.539 -3.481 -2.330 0.092 0.184 -0.016 0.202
H -1.865 -2.192 -3.497 0.058 -0.104 -0.191 0.182
H -0.373 -3.175 -3.634 -0.067 0.052 -0.107 0.161
H 0.632 -1.166 -3.792 -0.234 -0.008 0.064 0.185
H 1.392 -0.861 -2.227 0.009 0.147 -0.011 0.152
H 0.589 1.276 -3.040 -0.056 -0.042 0.000 0.198
H -0.368 0.770 -1.634 0.212 0.015 0.180 0.177
H -1.973 -0.122 -3.317 0.125 0.172 -0.030 0.350
H -2.972 1.887 -3.966 0.115 0.072 0.164 0.213
H -1.513 2.762 -3.522 0.015 -0.072 0.100 0.196
H -3.181 3.093 -1.831 0.001 -0.148 -0.020 0.201
H -1.938 2.133 -1.069 0.074 -0.200 0.077 0.169
H -2.352 0.017 -0.448 0.023 0.035 -0.110 0.163
H -3.177 -0.769 -1.836 0.205 -0.246 -0.004 0.150
H -4.052 -0.478 -0.342 0.051 0.146 -0.069 0.196
C 1.001 2.496 1.766 -0.376 0.188 -0.093 -0.244
O -0.197 1.767 1.534 0.621 -0.347 -0.027 -0.554
C -0.055 0.358 1.750 -0.815 -0.008 0.233 -0.068
C -0.822 -0.080 3.009 0.572 0.438 -0.098 -0.244
N -0.177 0.417 4.227 -0.178 -0.086 -0.201 -0.631
C -1.006 0.282 5.431 0.051 0.381 0.028 -0.251
C -2.343 1.051 5.465 0.273 0.045 0.545 -0.088
O -2.199 2.473 5.518 -0.135 -0.540 -0.369 -0.541
C -1.997 3.092 4.256 -0.129 0.250 0.387 -0.245
H 0.853 3.518 1.403 -0.069 -0.201 0.031 0.202
H 1.227 2.545 2.833 0.218 -0.025 0.023 0.168
H 1.844 2.055 1.224 0.025 -0.008 0.062 0.157
H 0.997 0.048 1.791 0.004 0.209 0.176 0.157
H -0.507 -0.136 0.884 0.004 -0.037 0.010 0.180
H -0.865 -1.175 3.044 0.002 0.051 0.025 0.190
H -1.845 0.299 2.917 -0.096 -0.105 -0.218 0.179
H 0.046 1.401 4.107 -0.069 -0.202 0.000 0.353
H -0.393 0.635 6.270 -0.190 -0.058 -0.081 0.210
H -1.199 -0.782 5.611 -0.060 0.061 -0.088 0.193
H -2.847 0.773 6.398 0.084 0.079 -0.082 0.199
H -3.023 0.756 4.661 0.063 0.092 -0.185 0.163
H -2.520 2.574 3.447 0.098 -0.049 0.031 0.171
H -0.932 3.162 4.043 0.117 -0.001 -0.293 0.150
H -2.382 4.115 4.313 -0.013 -0.165 0.079 0.196
```
Forces are in eV/Å.

Summary:
HOMO energy in eV: -10.52
Total charge: +1
Frontier orbital gap in eV: 5.54

# 3
A molecular structure, C4H13N3 in a non-equilibrium geometry, computed with ωB97M-V with the def2-TZVPD basis set.

```
20
Properties=species:S:1:pos:R:3:forces:R:3:nbo_charge:R:1
C -0.678 0.639 0.704 -4.138 -2.100 0.277 0.184
C -0.301 -0.322 -0.305 5.071 2.624 -1.000 -0.007
C 2.408 -0.411 -0.179 0.162 -0.093 -0.135 -0.413
C -0.822 -0.208 -1.718 -0.141 -0.131 0.269 -0.633
N 1.308 0.514 -0.331 -1.381 -1.376 -0.516 -0.715
N -2.316 -0.379 0.543 0.867 1.587 0.810 -0.996
N -0.207 0.525 1.989 -0.120 -0.041 0.069 -0.824
H 1.368 1.009 -1.215 -0.008 -0.267 -0.133 0.340
H -0.928 1.640 0.361 -0.011 -0.221 0.042 0.206
H -0.077 -1.321 0.052 -0.128 -0.004 0.051 0.214
H 0.520 -0.156 2.148 -0.033 0.313 0.069 0.387
H -3.026 0.345 0.451 -0.243 -0.180 0.187 0.337
H -2.355 -0.723 1.500 -0.242 0.195 0.072 0.342
H -0.193 1.359 2.555 0.222 -0.235 -0.119 0.391
H 2.363 -0.858 0.820 0.065 -0.054 -0.049 0.168
H 2.424 -1.234 -0.913 0.025 0.026 0.086 0.159
H 3.371 0.110 -0.249 -0.065 -0.034 0.017 0.194
H -1.784 -0.709 -1.798 0.047 -0.013 -0.060 0.248
H -0.957 0.837 -2.001 0.016 0.046 0.056 0.204
H -0.115 -0.659 -2.413 0.036 -0.039 0.007 0.215
```
Forces are in eV/Å.

Summary:
HOMO energy in eV: -8.05
Total charge: 0
Frontier orbital gap in eV: 9.12

# 4
A molecular structure, C55H49N6O4PdS3 in a non-equilibrium geometry, computed with ωB97M-V with the def2-TZVPD basis set.

```
118
Properties=species:S:1:pos:R:3:forces:R:3:mulliken_charge:R:1
Pd 0.108 -0.277 -0.518 0.052 0.552 -1.666 1.009
N -1.048 1.208 -1.081 -0.009 -0.455 -0.113 -0.701
S -1.094 1.974 -2.359 0.243 0.201 0.260 1.895
N -0.541 3.507 -2.266 -0.273 0.027 -0.145 -0.350
S 0.940 3.902 -2.463 0.047 -0.075 0.088 1.830
N 2.048 2.962 -1.941 0.233 0.106 0.002 -0.407
S 2.149 2.225 -0.493 -0.187 -0.105 -0.151 1.303
N 1.730 0.804 -0.454 -0.064 -0.192 0.730 -0.724
C 1.463 3.373 0.684 0.066 0.127 -0.047 0.597
C 0.222 3.118 1.246 0.006 0.017 -0.043 0.129
C -0.314 4.054 2.120 -0.010 -0.011 0.010 -1.036
C 0.390 5.209 2.429 0.004 0.004 0.013 -0.819
C 1.639 5.446 1.866 -0.012 -0.015 -0.011 -0.994
C 2.182 4.529 0.983 0.017 -0.063 0.073 -0.278
C 3.883 2.295 -0.185 0.080 0.049 -0.081 0.058
C 4.314 1.720 1.005 0.006 0.006 -0.035 -0.260
C 5.661 1.768 1.318 -0.011 0.002 0.002 -0.727
C 6.554 2.380 0.446 0.015 0.000 0.005 -0.602
C 6.108 2.947 -0.738 -0.007 -0.003 -0.011 -0.887
C 4.759 2.913 -1.064 -0.002 -0.034 0.054 -0.014
C 1.373 4.110 -4.160 0.008 0.030 -0.053 0.532
C 2.457 3.449 -4.717 -0.053 -0.001 0.007 -0.018
C 2.749 3.682 -6.054 -0.001 -0.009 0.005 -0.914
C 1.968 4.555 -6.798 -0.013 -0.004 -0.004 -0.678
C 0.883 5.207 -6.219 -0.007 -0.003 -0.008 -0.754
C 0.577 4.989 -4.889 0.019 -0.024 0.034 -1.135
C 1.010 5.534 -1.799 -0.034 0.075 -0.039 0.541
C 2.207 6.221 -1.976 -0.018 -0.036 0.021 -0.935
C 2.305 7.511 -1.489 0.006 -0.004 0.009 -0.772
C 1.216 8.095 -0.848 0.007 -0.005 0.015 -0.682
C 0.029 7.395 -0.688 0.012 -0.003 0.015 -0.970
C -0.086 6.097 -1.165 0.036 -0.025 0.020 -0.160
C -0.379 1.325 -3.862 -0.048 0.021 -0.071 0.794
C 0.616 0.362 -3.820 0.015 0.005 0.019 -0.089
C 1.196 -0.051 -5.013 -0.018 -0.024 0.003 -1.368
C 0.783 0.498 -6.218 -0.002 -0.001 -0.006 -0.753
C -0.214 1.467 -6.246 0.020 -0.015 -0.005 -0.923
C -0.800 1.890 -5.066 -0.029 -0.044 0.032 -0.452
C -2.780 2.271 -2.785 -0.063 0.069 0.030 -0.135
C -3.362 3.522 -2.658 0.020 -0.051 -0.047 -0.146
C -4.707 3.659 -2.974 -0.005 -0.001 0.013 -0.834
C -5.437 2.564 -3.410 -0.007 0.008 0.001 -0.687
C -4.835 1.315 -3.527 0.004 -0.010 -0.010 -0.664
C -3.499 1.158 -3.206 0.002 0.020 0.062 -0.252
H -0.313 2.216 0.991 -0.031 -0.014 -0.022 0.224
H -1.283 3.876 2.566 -0.001 0.001 -0.002 0.540
H -0.031 5.926 3.121 -0.002 0.001 -0.001 0.474
H 2.191 6.341 2.117 -0.001 -0.001 0.009 0.550
H 3.160 4.700 0.553 -0.007 0.011 -0.012 0.514
H 3.603 1.250 1.670 0.004 -0.010 0.009 0.358
H 6.015 1.332 2.242 0.004 -0.002 -0.002 0.455
H 7.607 2.415 0.694 0.001 0.000 0.003 0.427
H 6.810 3.420 -1.411 -0.001 -0.002 -0.003 0.482
H 4.395 3.352 -1.980 0.016 0.013 -0.008 0.312
H 3.047 2.769 -4.119 0.016 -0.008 -0.016 0.544
H 3.593 3.184 -6.511 -0.002 -0.007 0.001 0.520
H 2.207 4.735 -7.838 0.008 0.006 0.002 0.468
H 0.283 5.891 -6.805 0.003 0.001 0.000 0.500
H -0.257 5.498 -4.420 -0.003 0.009 -0.015 0.443
H 3.041 5.758 -2.492 0.008 0.015 -0.005 0.373
H 3.224 8.067 -1.617 -0.001 0.003 0.000 0.501
H 1.296 9.108 -0.475 -0.003 0.006 -0.015 0.464
H -0.813 7.860 -0.194 -0.002 -0.004 0.003 0.518
H -0.995 5.529 -1.041 -0.016 0.009 0.007 0.547
H 0.946 -0.056 -2.880 0.021 0.024 0.021 0.692
H 1.969 -0.807 -4.997 0.014 0.013 0.006 0.601
H 1.239 0.168 -7.142 -0.008 -0.002 -0.005 0.509
H -0.539 1.888 -7.187 0.001 0.006 0.002 0.573
H -1.580 2.639 -5.081 0.009 0.011 -0.009 0.532
H -2.776 4.366 -2.326 -0.011 0.025 -0.017 0.306
H -5.183 4.626 -2.883 0.004 0.002 0.001 0.484
H -6.482 2.681 -3.663 0.000 0.002 -0.002 0.441
H -5.412 0.468 -3.874 0.000 -0.002 0.007 0.444
H -3.013 0.193 -3.281 -0.013 -0.010 -0.019 0.448
O -1.261 -1.731 1.406 0.047 -0.277 0.459 0.039
C -0.784 -2.493 2.366 -0.043 0.199 0.030 0.368
C 1.662 -0.395 3.174 -0.032 0.097 -0.024 0.929
O 2.346 -0.938 3.928 0.065 -0.042 0.039 -0.431
O 0.965 0.142 2.412 -0.030 -0.112 0.186 -0.337
C -1.390 -2.385 3.675 -0.038 -0.029 0.018 0.508
C -1.562 -3.509 4.497 0.040 -0.037 -0.048 -0.302
C -2.160 -3.372 5.736 -0.036 0.004 -0.005 -0.887
C -2.590 -2.123 6.166 0.011 -0.008 -0.026 -0.466
C -2.436 -1.002 5.354 -0.017 -0.010 0.025 -0.928
C -1.853 -1.129 4.111 0.052 0.040 -0.026 -0.482
C 0.323 -3.329 2.026 0.077 -0.041 -0.016 0.877
C 0.649 -3.560 0.672 -0.130 -0.031 -0.073 -0.090
C 1.688 -4.398 0.346 0.068 -0.033 0.033 -0.908
C 2.432 -5.011 1.357 -0.037 0.026 -0.014 -0.422
C 2.159 -4.753 2.694 0.023 0.004 -0.013 -1.044
C 1.120 -3.909 3.033 -0.019 0.085 0.022 -0.547
H -2.026 -1.232 1.743 -0.052 0.020 -0.163 0.181
H -1.285 -4.491 4.140 0.064 0.001 0.005 0.591
H -2.299 -4.241 6.363 -0.025 0.000 -0.004 0.455
H -3.056 -2.021 7.137 0.012 0.004 0.008 0.447
H -2.762 -0.031 5.700 -0.005 -0.003 0.005 0.454
H -1.689 -0.238 3.512 0.015 -0.019 -0.004 0.436
H 0.054 -3.116 -0.118 -0.067 -0.028 0.046 0.581
H 1.918 -4.597 -0.691 0.013 0.002 0.002 0.509
H 3.238 -5.684 1.096 0.010 0.009 -0.002 0.447
H 2.765 -5.200 3.470 0.009 0.008 -0.002 0.475
H 0.962 -3.650 4.070 -0.068 -0.058 0.023 0.646
N -1.209 -1.676 -1.656 -0.113 0.030 0.821 -0.399
C -2.021 -2.384 -2.086 0.207 -0.162 -0.188 0.093
N -2.901 -3.191 -2.600 -0.013 0.100 0.027 0.226
C -2.853 -3.620 -4.012 -0.016 0.011 -0.037 -0.514
C -4.267 -3.590 -4.569 -0.036 -0.004 -0.018 -0.452
O -5.150 -4.335 -3.758 0.049 -0.006 0.008 -0.366
C -5.232 -3.819 -2.447 -0.019 -0.021 -0.026 -0.611
C -3.879 -3.913 -1.765 -0.037 -0.006 -0.030 -0.418
H -2.455 -4.636 -4.054 0.018 0.005 0.012 0.334
H -2.198 -2.953 -4.570 0.015 0.005 0.015 0.379
H -4.283 -4.047 -5.556 -0.010 0.023 -0.012 0.353
H -4.615 -2.551 -4.653 -0.001 0.003 0.013 0.196
H -5.967 -4.418 -1.912 -0.007 0.006 -0.007 0.368
H -5.568 -2.774 -2.469 -0.013 0.000 0.018 0.291
H -3.574 -4.960 -1.701 0.022 0.008 0.044 0.290
H -3.897 -3.477 -0.767 -0.005 0.032 -0.016 0.325
```
Forces are in eV/Å.

Summary:
HOMO energy in eV: -15.44
Total charge: +3
Frontier orbital gap in eV: 6.86